{"formula": "C29H53N3O11", "method": "the ωB97M-V functional and the def2-TZVPD basis", "symbols": ["H", "H", "C", "H", "C", "O", "C", "H", "O", "C", "H", "C", "O", "O", "H", "O", "H", "C", "C", "H", "C", "H", "H", "H", "H", "H", "N", "C", "C", "H", "H", "H", "H", "H", "H", "C", "H", "H", "H", "H", "O", "C", "H", "C", "H", "O", "C", "H", "H", "O", "O", "H", "C", "H", "C", "C", "C", "C", "O", "C", "C", "C", "H", "H", "H", "C", "H", "H", "H", "N", "H", "H", "C", "C", "C", "H", "H", "H", "H", "H", "H", "H", "O", "N", "H", "H", "C", "H", "H", "C", "H", "H", "C", "H", "H", "H"], "coordinates": [[-0.469, -0.807, 2.443], [1.094, -1.830, 1.384], [0.071, -4.704, 2.140], [-2.448, -2.546, -3.483], [-1.402, 1.460, 2.905], [-1.013, 0.746, -2.481], [-0.935, 2.642, 0.744], [2.868, -4.964, 1.180], [-1.697, -2.659, -2.895], [-2.678, 0.917, 3.058], [-1.969, 5.691, 0.948], [-0.466, 3.142, -2.229], [-1.047, -5.079, 2.455], [-0.452, -3.234, -1.199], [-2.235, -1.198, 2.523], [2.672, -2.086, -4.311], [3.244, -2.591, -4.893], [0.111, 3.473, 0.340], [-2.198, 3.707, -3.797], [-3.058, -1.131, -2.331], [-0.273, 4.784, 0.364], [0.239, 5.713, 0.160], [0.614, -2.112, -1.352], [0.243, 0.300, -2.160], [0.296, -2.181, -3.334], [4.612, 1.158, 2.278], [-3.370, 1.768, 3.817], [-1.567, 4.194, -2.392], [1.564, -3.208, 1.451], [-2.846, 3.421, 1.696], [4.815, 1.774, -0.791], [-1.252, 5.237, -2.352], [0.426, 3.437, -2.783], [2.079, 0.733, 2.042], [4.606, -0.004, 1.117], [0.653, 0.270, 1.023], [-0.964, -1.208, -4.188], [-0.686, 3.526, 3.584], [-4.366, 1.702, 3.969], [-3.275, 3.864, -3.756], [3.555, 4.234, 0.309], [4.673, 2.023, 0.260], [-1.716, 4.350, -4.534], [-1.149, 1.927, -2.804], [-2.450, -3.536, -0.718], [-2.030, 2.282, -3.714], [2.818, -2.536, -2.982], [2.468, 0.346, 0.362], [-1.771, -0.302, -1.387], [-3.303, -0.985, -0.213], [-1.602, -1.404, 0.777], [1.955, -2.322, -2.352], [-0.668, -1.678, -3.251], [-0.879, -1.433, 0.146], [-2.643, 2.914, 4.013], [0.633, -1.259, -0.690], [0.509, 0.881, -0.198], [-2.489, -1.122, -1.402], [2.494, 2.379, 0.877], [-1.524, -4.106, -0.801], [0.867, -1.071, 0.650], [1.404, -5.166, 2.721], [0.569, 0.751, 1.986], [1.619, -2.378, 2.155], [-1.969, -2.048, -1.153], [-1.872, 3.569, 1.253], [3.658, -2.099, -2.442], [-0.655, -2.936, -2.088], [-0.939, 1.567, 0.848], [-1.497, 4.808, 0.811], [-3.189, 3.759, 4.406], [1.364, -4.877, 3.772], [-1.394, 2.712, 3.545], [3.561, 3.046, 0.462], [2.343, -4.350, 1.912], [-1.510, -4.814, -1.629], [-3.158, 0.054, 2.622], [2.819, -3.626, -2.950], [-1.260, -4.672, 0.092], [5.641, 2.472, 0.483], [-0.177, 2.930, -1.200], [0.267, 1.908, -0.428], [0.232, -3.659, 1.373], [0.411, 0.007, -1.208], [1.071, 3.026, 0.126], [-0.974, -2.445, 2.540], [-1.263, -1.481, 2.121], [-0.590, 1.037, 2.331], [1.532, -6.237, 2.566], [2.701, 1.013, 1.192], [3.168, -3.864, 2.433], [-0.477, -0.885, -2.528], [4.222, 1.005, 1.272], [-2.290, 4.110, -1.580], [-2.620, -1.020, 0.460], [1.963, -2.910, 0.482]], "atomic_forces_ev_per_a": [[-0.78, -0.07, 0.09], [-2.21, 4.07, -2.28], [-2.20, -1.54, 2.38], [0.11, -0.02, -0.10], [-0.66, -1.39, 1.12], [-3.88, 6.30, -4.77], [-2.44, 3.12, 2.18], [-0.50, 0.19, -0.58], [-0.13, 0.10, -4.91], [1.55, -0.25, -0.49], [-0.27, -0.44, 0.28], [-0.54, -0.18, -0.61], [1.52, 0.00, -0.64], [0.27, -3.23, 2.97], [0.91, -0.58, 0.88], [-0.28, 0.47, 0.05], [0.04, -0.03, 0.14], [1.58, 0.90, 0.93], [-0.25, 1.47, 3.50], [-0.32, 0.23, 0.53], [3.05, 0.20, -0.82], [0.22, -0.26, -0.16], [1.08, 1.20, 1.30], [1.29, -0.15, 0.88], [-0.24, -0.33, -0.78], [-0.07, 0.92, 0.09], [-1.62, 1.26, -0.09], [-0.49, -0.50, -0.75], [1.74, -3.12, -0.80], [0.11, 0.02, -0.31], [-0.72, -0.57, -0.03], [0.27, -0.16, -0.47], [0.11, -0.26, -0.26], [2.04, 0.42, 0.04], [-0.08, -0.18, -0.56], [-2.48, -0.93, -3.03], [0.37, -0.07, -0.01], [0.45, -0.44, -0.23], [0.26, 0.02, -0.03], [0.14, 0.10, -0.46], [-0.02, -0.01, -0.16], [0.73, 1.28, 0.55], [0.17, -1.18, -0.82], [0.74, -0.56, 0.34], [-0.12, -0.51, 0.26], [-0.46, 0.23, -1.55], [-0.30, -0.78, 0.50], [0.68, 0.63, 0.24], [-1.01, -0.66, 0.09], [-6.30, 1.91, -4.73], [5.53, -2.44, 4.27], [0.14, 0.50, -0.69], [-0.09, 0.17, -1.66], [0.53, -0.29, 0.18], [-1.37, -0.11, 1.53], [2.61, 2.55, -0.88], [-1.58, 0.73, -0.78], [-1.24, 0.51, 3.78], [-1.31, 0.14, 0.82], [1.15, -0.85, -1.28], [-0.28, 0.59, 0.83], [-0.80, -0.33, -0.10], [0.69, -0.73, -0.93], [1.15, -1.70, 1.47], [-0.66, 1.26, -0.92], [-1.15, -0.70, -2.79], [0.37, -0.09, -0.24], [0.08, -1.68, 1.15], [-0.82, 1.40, -0.42], [-2.87, 0.61, 2.14], [0.50, 0.11, 0.30], [0.09, -0.35, 0.11], [0.12, 0.60, 0.83], [1.11, -0.03, -0.66], [2.81, -0.82, 1.01], [-1.06, -0.43, 0.11], [0.00, 0.48, 0.27], [0.57, -0.20, 0.03], [-0.25, 0.54, -0.14], [-0.09, 0.14, 0.35], [-0.60, 0.71, -1.90], [1.09, -2.49, -0.21], [0.41, 0.86, -1.23], [5.11, -2.67, 3.71], [-0.42, 1.59, -0.11], [-0.51, -0.16, -0.52], [-0.89, -0.20, 1.48], [-1.73, 0.37, 1.36], [-0.12, 0.08, 0.46], [4.72, 0.19, -0.54], [0.24, -0.52, 0.60], [-1.39, -2.15, -0.94], [1.02, -2.18, 0.94], [-0.13, -0.36, -0.09], [-1.46, 0.67, 0.17], [-0.31, 0.04, 0.20]], "e_tot_ha": -2127.8155, "homo_lumo_gap_ev": 7.53, "homo_energy_ev": -7.168}



{"formula": "C29H54BeCaCl2F2MgN2O5", "method": "the ωB97M-V functional and the def2-TZVPD basis", "symbols": ["Cl", "H", "H", "O", "H", "Cl", "H", "H", "N", "H", "C", "C", "H", "H", "C", "C", "H", "H", "H", "N", "F", "H", "H", "Ca", "C", "H", "H", "C", "H", "H", "C", "Mg", "C", "H", "Be", "H", "C", "H", "F", "H", "H", "H", "H", "H", "O", "O", "H", "H", "C", "H", "H", "H", "C", "O", "H", "C", "C", "C", "H", "O", "H", "C", "C", "H", "H", "H", "C", "H", "H", "H", "C", "C", "H", "C", "H", "H", "C", "C", "C", "H", "C", "C", "H", "H", "H", "H", "H", "C", "C", "H", "H", "C", "C", "H", "H", "H", "H"], "coordinates": [[7.234, -1.393, 2.189], [0.632, 7.466, -1.299], [9.105, 5.410, 0.244], [-1.541, -2.595, -3.868], [-4.531, -2.414, 1.114], [7.812, 1.291, 0.153], [-0.082, -5.097, -0.647], [-4.047, -5.023, 0.180], [-3.233, 4.937, -1.299], [-4.148, -2.894, 4.565], [6.261, 0.823, 0.894], [-0.411, 7.163, -1.148], [-3.452, -1.504, 3.450], [-2.022, -3.526, -1.926], [-6.833, -4.132, -3.752], [-1.188, -3.554, -4.711], [-0.433, -0.681, -2.850], [-2.381, 7.989, -1.586], [-7.409, -4.075, -4.683], [8.493, 5.899, -2.929], [2.028, -1.119, 1.321], [1.038, -3.227, 0.581], [-1.433, -3.405, -5.777], [-4.171, 6.951, -0.303], [-3.306, -3.704, 2.540], [-1.840, -1.357, -1.793], [0.071, 5.056, -1.273], [-5.572, -4.986, -3.971], [8.016, 3.278, -1.036], [-1.083, -0.139, 2.543], [-0.018, -2.944, 0.100], [-0.749, 1.924, 1.293], [8.957, 6.363, -1.725], [0.753, -0.779, 2.037], [-1.326, -0.263, 7.567], [-1.082, -1.131, 6.186], [-3.469, -2.956, 1.053], [-0.418, 5.775, -2.818], [-3.796, 0.801, -2.856], [9.341, 7.370, -1.631], [1.237, 1.479, 1.993], [-1.927, -0.409, 4.623], [-4.357, -3.557, -0.963], [-2.836, 0.468, -1.138], [3.457, 0.600, 3.899], [1.335, -0.354, 4.944], [-5.937, -5.936, -4.393], [-2.157, 0.275, 0.657], [8.256, 4.241, -1.467], [0.821, -2.119, 3.947], [8.474, 6.427, -3.792], [-1.039, -3.349, 4.123], [0.915, 1.160, 3.085], [-4.922, -5.017, -2.819], [5.662, 1.734, 0.975], [-3.282, -2.611, 3.793], [-1.930, 0.678, -0.425], [0.258, -1.115, 4.250], [5.751, 0.138, 0.209], [-0.624, 0.222, -0.923], [0.468, -3.025, -2.146], [6.447, 0.203, 2.270], [-2.047, 5.314, -1.500], [-1.124, 9.198, -1.336], [-5.070, -4.542, -4.845], [7.650, 4.061, -3.619], [-1.326, 8.213, -1.769], [-7.491, -4.560, -2.986], [-1.614, -4.557, -4.542], [-0.114, -3.796, -4.780], [-0.726, -0.999, -1.737], [-1.876, -2.748, 4.688], [0.277, 2.005, 3.606], [8.059, 4.608, -2.780], [-0.511, -2.196, 0.881], [-2.288, -5.347, -1.523], [-1.202, -1.261, 5.022], [-2.177, -4.275, -1.009], [0.056, -0.249, 2.840], [5.472, 0.051, 2.744], [-0.617, 5.768, -1.741], [2.129, 0.471, 4.003], [-1.170, 8.279, -2.852], [-6.585, -3.104, -3.458], [1.402, -1.633, -1.219], [-1.854, 1.867, -0.342], [-0.585, 7.137, -0.065], [-0.828, -4.358, -0.080], [0.349, -2.185, -1.326], [-2.688, -2.090, 0.900], [-4.194, -4.475, 2.740], [-3.573, -4.019, -0.190], [8.824, 5.353, -0.800], [7.047, 0.844, 2.924], [-1.057, -4.899, 0.953], [-2.317, -4.321, 2.636], [-2.074, -3.285, 5.732]], "atomic_forces_ev_per_a": [[0.03, 0.08, -0.03], [-0.19, -0.19, 0.02], [-0.02, -0.01, -0.19], [-0.42, -0.75, -0.25], [2.23, -1.06, -0.09], [0.03, -0.34, 0.14], [-1.53, 1.65, 1.21], [1.05, 1.87, -0.60], [8.34, 3.61, -0.95], [1.73, 0.83, -1.85], [-0.33, -0.15, 0.19], [-0.33, 0.38, 0.25], [0.38, -2.09, 0.49], [-0.36, -1.27, 1.94], [-1.64, 1.30, 0.59], [1.63, 0.26, -0.73], [-0.81, -0.51, 2.49], [-0.47, -0.02, -0.16], [0.35, -0.23, -0.04], [-0.07, 0.10, -0.06], [-0.50, 0.57, 0.39], [-2.37, 0.79, -0.94], [-0.98, 0.33, -0.10], [-0.17, -0.60, -0.35], [0.04, 0.35, 0.34], [2.14, 0.71, 0.30], [-0.26, -0.12, -0.12], [0.47, -0.81, -1.14], [0.08, 0.40, -0.21], [1.73, -0.07, 0.69], [1.30, -0.37, 0.46], [0.79, -2.39, 0.16], [0.04, 0.14, -0.06], [-0.23, 0.30, 0.02], [-0.15, 0.68, 1.13], [0.11, -0.62, -2.44], [-1.43, -0.27, 0.86], [-0.24, -0.20, 0.05], [0.60, 0.15, 1.19], [-0.03, -0.20, 0.00], [0.51, -0.35, 1.80], [1.56, -1.61, 1.11], [1.67, -1.10, 1.60], [0.56, 0.74, 0.04], [-10.02, -0.78, 1.22], [1.47, 1.34, -2.17], [-0.16, -0.48, 0.80], [0.17, 0.21, -1.39], [-0.14, -0.12, -0.10], [-1.73, 1.93, 0.75], [0.06, -0.21, 0.33], [-1.83, 1.03, 1.02], [-1.39, -1.25, -0.82], [0.21, 0.04, -0.57], [0.12, -0.12, 0.08], [0.04, -1.09, 1.02], [1.29, -0.42, 0.03], [-0.07, 0.48, -1.63], [0.19, 0.07, 0.20], [-2.08, 0.75, 1.49], [-0.58, 2.03, 1.38], [-0.24, 0.15, 0.06], [-6.75, -2.62, 0.86], [-0.12, -0.15, -0.10], [0.54, 0.73, 0.40], [0.11, 0.04, 0.15], [0.98, 0.31, -0.06], [0.39, -0.04, -0.15], [-0.88, -0.37, 0.46], [0.27, 0.17, 0.71], [0.39, -1.92, -2.79], [0.33, 0.70, 0.26], [1.59, -1.36, -0.38], [-0.02, 0.04, -0.11], [0.86, -1.57, -1.77], [0.16, 2.33, 1.08], [0.41, -0.55, -1.19], [-0.24, -1.39, -0.10], [0.28, 0.35, 0.70], [0.16, 0.02, -0.23], [-0.80, -0.32, 0.15], [4.87, 0.02, -0.25], [-0.31, 0.01, 0.18], [0.18, -0.36, -0.04], [-2.31, -1.29, -0.01], [-0.39, -0.98, -0.63], [0.24, -0.08, -0.03], [0.38, -0.25, -0.76], [0.11, 0.56, 1.18], [-1.25, -1.94, 0.28], [1.87, 1.80, -0.73], [-0.10, 1.00, -0.74], [0.00, 0.16, 0.03], [-0.03, -0.13, -0.23], [0.43, 1.35, -2.14], [-1.85, 1.17, -0.47], [0.35, 1.08, -2.40]], "e_tot_ha": -3633.9838, "homo_lumo_gap_ev": 1.11, "homo_energy_ev": -10.659, "de_lowest_ev": 4.7076, "charge": 2}